74
Properties=species:S:1:pos:R:3:forces:R:3:lowdin_charge:R:1 method="wB97M-V/def2-TZVPD" fmax_ha_per_bohr=0.2006 orbital_gap_ev=7.28 de_lowest_kj_mol=3071.6 lumo_ha=-0.027
C 21.103920 -18.462120 4.065950 -1.404 0.323 -0.319 0.0160
N 20.291830 -19.628990 4.466460 1.742 -0.393 -3.402 -0.2414
O 20.873710 -20.771050 4.448280 -3.876 3.584 -2.187 -0.1475
O 19.099210 -19.519860 4.630730 0.732 -0.440 -5.484 -0.0322
H 20.430390 -17.714940 3.646200 0.252 -0.589 2.010 0.0783
H 21.674140 -18.801100 3.201060 -0.315 0.320 1.495 0.0798
H 21.639940 -17.965080 4.874490 -0.307 -1.243 -1.480 0.0536
C 19.121420 -21.898810 3.424190 -0.577 -1.669 0.302 0.0622
N 19.634200 -21.309750 2.130260 0.321 -4.259 1.466 -0.3402
O 20.832850 -21.403510 1.841750 -1.985 -0.908 0.763 0.0887
O 18.852210 -20.711120 1.420280 -3.372 -3.465 0.098 0.1119
H 18.275920 -22.581490 3.339410 -0.053 0.017 -1.329 0.1082
H 18.726400 -21.144810 4.105020 0.230 -0.245 -0.735 0.0876
H 19.915670 -22.465250 3.910410 -0.286 0.150 -0.501 0.1063
C 22.199220 -23.083140 7.231410 0.292 -0.648 2.357 -0.0733
C 22.641060 -23.048930 5.938030 -0.231 1.205 -1.663 -0.0229
C 22.550830 -21.839840 5.225890 0.254 -5.403 5.285 -0.0592
C 22.122060 -20.712490 5.945270 1.791 -0.446 2.349 -0.1645
C 21.773200 -20.768980 7.283050 4.699 -1.038 -0.988 -0.1652
C 21.789980 -21.973080 7.929050 3.513 -2.407 -0.906 -0.1258
H 22.334460 -23.960250 7.846860 -0.101 -0.455 -0.250 0.1055
H 23.021000 -23.965060 5.510530 -0.038 0.042 -0.361 0.1071
H 22.821180 -21.757190 4.183550 0.174 -8.708 4.721 0.0608
H 22.112740 -19.749440 5.456540 0.453 -0.912 1.026 0.0750
H 21.527840 -19.929910 7.917220 0.830 -0.921 0.021 0.1162
H 21.680890 -22.052040 9.000620 0.003 -0.136 0.122 0.1429
C 17.927160 -19.365080 8.861000 -1.961 2.036 1.179 -0.1054
C 18.884950 -20.244110 9.214840 1.803 -0.344 -2.292 -0.0219
C 19.766390 -20.596340 8.128400 -4.259 -0.530 1.938 -0.0562
C 19.550300 -20.133920 6.821040 -0.669 -0.560 2.542 -0.0476
C 18.567980 -19.195350 6.630560 0.265 -0.001 -0.266 -0.1512
C 17.793360 -18.771470 7.613490 -2.111 -0.400 1.748 -0.0927
H 17.247430 -18.968080 9.600420 -0.163 -0.164 0.426 0.1013
H 19.019260 -20.566380 10.236850 0.047 -0.263 -0.096 0.1048
H 20.511560 -21.352220 8.327840 -3.320 1.005 0.755 0.0166
H 20.201980 -20.360480 5.990140 -1.176 -0.810 2.581 0.0823
H 18.587860 -18.751110 5.646360 -1.414 1.319 2.137 0.0779
H 16.984020 -18.085820 7.410390 0.042 0.301 0.233 0.1169
C 20.732500 -16.029120 5.902520 -0.530 -1.825 1.555 -0.0243
C 20.528280 -17.297290 6.573960 2.002 2.740 0.174 -0.0303
C 21.674740 -18.070340 6.705040 -0.758 1.595 -0.050 -0.0876
C 22.818700 -17.687950 6.015770 0.466 -0.219 3.152 -0.1467
C 23.049730 -16.470600 5.402710 0.471 -1.299 1.363 -0.0713
C 21.984790 -15.641750 5.388640 -2.046 1.713 0.056 -0.0700
H 19.855250 -15.402880 5.970670 0.205 0.581 -0.594 0.1005
H 19.611770 -17.601470 7.057570 0.349 0.833 -0.218 0.0841
H 21.643750 -19.085450 7.072450 0.024 2.596 -0.390 0.0398
H 23.493870 -18.524270 5.910340 -0.670 1.841 1.783 0.0492
H 24.057840 -16.299630 5.055040 -0.557 0.753 -0.197 0.1020
H 22.089460 -14.637510 5.005300 -0.112 0.143 -0.173 0.1081
C 24.660210 -17.723320 3.303340 -0.465 -0.625 0.765 -0.0472
C 23.863940 -18.292520 2.307290 1.885 -0.316 0.475 -0.0614
C 23.155330 -19.461490 2.534920 2.601 -0.396 0.224 -0.0773
C 23.241000 -20.145090 3.745000 3.357 3.866 -2.739 -0.0600
C 24.021550 -19.549360 4.758640 1.142 -1.533 -3.018 -0.0988
C 24.672170 -18.330310 4.551650 1.825 -1.594 -1.812 -0.1303
H 25.131050 -16.762950 3.153670 0.280 -0.027 -0.130 0.1125
H 23.971010 -17.890240 1.310740 0.270 -0.097 1.086 0.0713
H 22.553320 -19.796130 1.703050 1.136 -0.979 1.530 0.0469
H 22.763730 -21.106590 3.863860 -0.021 9.037 -4.974 -0.0073
H 24.036820 -20.025410 5.727940 0.812 -0.050 -0.165 0.1293
H 25.199290 -17.960430 5.418680 0.278 0.406 -0.240 0.1303
C 21.641060 -19.293060 0.546150 -1.812 1.100 -2.007 -0.1319
C 22.414900 -18.198570 0.269690 -0.516 1.294 -1.674 -0.1751
C 22.108760 -16.937450 0.731870 -2.059 -0.287 1.522 -0.0665
C 21.008740 -16.779400 1.675120 1.982 1.036 -2.366 -0.0397
C 20.267040 -17.890880 1.985420 -1.251 -0.041 -4.466 -0.1685
C 20.500150 -19.094930 1.313300 1.035 2.510 0.094 -0.0788
H 21.907640 -20.247170 0.116010 -0.282 -0.127 -0.057 0.1329
H 23.382290 -18.193820 -0.210440 -0.297 -0.865 -0.857 0.1166
H 22.890440 -16.258440 0.424770 -0.611 1.089 0.455 0.1100
H 20.711120 -15.799630 2.018440 0.209 0.141 0.225 0.1038
H 19.333500 -17.843410 2.526380 -0.251 0.300 -0.220 0.1272
H 19.731260 -19.830590 1.497700 2.081 3.762 -1.406 -0.0441

---

89
Properties=species:S:1:pos:R:3:forces:R:3:mulliken_spin:R:1 method="wB97M-V/def2-TZVPD" total_charge=+2 fmax_ha_per_bohr=0.0953 orbital_gap_ev="7.06 / 4.78" multiplicity=4 lumo_ha="-0.183 / -0.294"
C -0.979131 3.987612 4.913347 0.044 -0.168 -0.356 0.0031
Si 0.851688 3.731083 4.520695 0.508 0.146 0.838 0.0433
C 1.788908 5.294914 4.999531 0.044 -0.240 -0.046 0.0014
C 1.513667 2.226655 5.445565 -0.006 0.188 0.059 0.0121
Si 1.144986 3.220142 2.238682 -0.293 -0.022 -0.158 0.0391
Si -0.233664 1.389298 1.736509 -0.251 -0.326 0.098 0.0042
C -2.062037 1.791217 1.989665 0.200 0.034 -0.115 0.0018
C 0.110325 1.081504 -0.092380 -0.010 -0.253 -0.078 0.0128
C 0.021202 -0.168696 2.795306 0.052 -0.060 -0.264 -0.0022
Si 0.400119 5.100744 1.081173 0.145 0.480 -0.373 0.0447
C -1.445928 5.430123 1.274150 0.100 -0.117 -0.068 0.0080
C 1.384531 6.604733 1.652900 -0.039 -0.193 -0.133 0.0002
C 0.874240 4.662579 -0.688294 -0.076 0.346 -0.126 0.0031
O 2.728192 3.003933 1.374835 0.088 -2.420 0.239 0.2084
C 3.284914 1.812539 1.025610 -1.136 3.340 -0.942 0.3079
C 3.113243 0.665936 1.756650 0.756 -0.597 1.732 0.1621
C 4.100026 -0.448682 1.633695 -0.097 -0.370 -0.504 -0.0006
C 4.888160 -0.412065 0.318037 0.314 0.244 -0.231 -0.0158
C 4.169375 0.402043 -0.766477 0.185 -0.518 0.016 0.0542
C 4.042233 1.836749 -0.286728 0.292 0.045 0.601 -0.0340
H -1.051980 4.268368 5.973781 0.104 -0.057 -0.204 0.0007
H -1.432589 4.793196 4.324181 0.090 -0.162 0.149 -0.0006
H -1.571083 3.076777 4.768566 0.086 0.191 0.065 0.0001
H 1.806017 5.378811 6.094498 -0.007 0.003 -0.187 0.0009
H 2.826811 5.255923 4.647802 -0.151 0.076 0.088 0.0002
H 1.320406 6.199432 4.596604 0.086 -0.204 0.102 -0.0006
H 1.418128 2.406418 6.524279 0.065 -0.130 -0.137 0.0043
H 0.972078 1.306138 5.199812 0.065 0.180 0.056 -0.0021
H 2.576158 2.074035 5.219295 -0.128 0.009 0.096 -0.0021
H -2.620045 0.894582 1.686703 0.043 0.160 0.054 0.0005
H -2.302123 1.993459 3.038620 0.035 -0.036 -0.203 -0.0003
H -2.412896 2.629559 1.382358 0.027 -0.149 0.111 0.0007
H -0.308908 0.116428 -0.394028 0.011 0.104 0.027 0.0101
H -0.355059 1.850868 -0.716663 0.030 -0.099 0.144 0.0018
H 1.182718 1.068346 -0.325384 -0.201 -0.017 -0.015 -0.0130
H -0.616925 -0.962904 2.379972 0.052 0.167 0.132 0.0016
H 1.039193 -0.573385 2.821902 -0.304 0.021 0.051 0.0001
H -0.303528 0.015265 3.826497 0.039 -0.050 -0.194 0.0003
H -1.676181 6.343363 0.706661 0.031 -0.167 0.127 0.0021
H -2.061467 4.620076 0.867345 0.102 0.212 0.068 -0.0005
H -1.739204 5.600623 2.317058 0.069 -0.018 -0.249 -0.0010
H 1.276967 7.397616 0.899335 0.047 -0.111 0.194 0.0008
H 1.030245 6.989970 2.616028 0.075 -0.054 -0.250 -0.0005
H 2.451308 6.360554 1.743005 -0.192 0.129 -0.004 0.0001
H 0.687586 5.545713 -1.312145 0.055 -0.184 -0.077 0.0003
H 1.940512 4.410884 -0.767163 -0.250 0.106 0.064 0.0004
H 0.289377 3.829884 -1.089975 0.060 0.156 0.045 -0.0007
H 2.463466 0.650641 2.646033 0.346 0.293 -0.589 0.0876
H 4.848987 -0.382576 2.447297 -0.617 0.041 0.086 0.0406
H 3.604061 -1.426238 1.757099 -0.010 0.346 0.129 0.0277
H 5.835596 0.106120 0.508467 0.022 -0.228 -0.077 0.0016
H 5.138274 -1.431995 -0.000396 -0.138 0.317 -0.009 0.0006
H 4.744527 0.359593 -1.695801 -0.265 -0.007 0.060 0.0006
H 3.165238 -0.007288 -0.921701 0.087 -0.083 -0.290 -0.0197
H 3.589889 2.524806 -1.027842 0.013 -0.345 0.620 -0.0004
H 5.058510 2.203087 -0.075144 -0.184 0.189 -0.093 0.0034
O -2.847453 -8.600375 -5.469123 -0.468 1.863 3.626 0.0630
C -2.881613 -8.055319 -4.440343 0.066 -2.096 -4.429 -0.0800
Cr -2.487036 -7.154478 -2.805983 0.383 -1.991 -1.270 1.1345
C -1.312711 -6.168636 -3.889841 3.228 1.371 -2.815 -0.0529
O -0.551265 -5.737055 -4.662461 -2.616 -1.109 2.650 0.0029
C -1.086333 -8.484308 -2.904660 3.458 -2.203 -1.314 -0.0460
O -0.256284 -9.226608 -3.248332 -2.942 2.419 1.537 0.0170
C -4.006330 -7.900137 -1.416576 -0.631 -0.132 1.003 0.0920
C -4.571082 -6.933572 -2.278633 -0.079 -0.434 -0.101 -0.0790
C -3.938309 -5.687163 -2.430275 -0.740 1.518 0.282 0.0738
C -2.823930 -5.310279 -1.626337 0.389 0.591 -0.680 -0.0319
C -2.141351 -4.053884 -1.835795 0.499 0.105 0.723 0.2861
C -1.394225 -3.072717 -1.917960 -1.290 -1.571 0.140 -0.0221
C -0.732049 -1.926610 -2.271933 0.269 0.750 -0.697 0.3001
C -1.064248 -1.311024 -3.535984 -0.519 0.408 -1.089 -0.0362
C -0.468384 -0.116232 -4.058646 -0.141 -0.293 0.018 0.1278
C -0.829048 0.397953 -5.313701 -0.011 -0.233 0.283 -0.0692
C -1.806644 -0.237812 -6.101232 0.237 0.102 0.221 0.1536
C -2.419999 -1.392217 -5.611114 0.117 -0.114 0.343 -0.0749
C -2.060590 -1.908548 -4.367222 0.075 0.220 -0.245 0.1069
C -2.218806 -6.342381 -0.863354 0.847 0.942 1.066 0.0345
C -2.844992 -7.584905 -0.682667 -0.546 -0.727 0.045 -0.0403
H -4.474320 -8.887176 -1.316362 0.275 0.489 -0.057 0.0006
H -5.473363 -7.171542 -2.862939 0.651 0.107 0.248 -0.0099
H -4.321161 -4.986735 -3.174044 0.053 -0.086 0.401 0.0011
H 0.047133 -1.513488 -1.635997 -0.133 -0.124 -0.186 0.1029
H 0.287393 0.395804 -3.459955 -0.159 -0.102 -0.187 0.0144
H -0.347559 1.303760 -5.701385 -0.167 -0.414 0.308 -0.0009
H -2.085205 0.160635 -7.085791 0.189 -0.154 0.535 0.0064
H -3.185367 -1.901514 -6.203102 0.283 0.194 0.224 -0.0018
H -2.559360 -2.809044 -4.024403 0.087 0.154 -0.057 0.0432
H -1.251997 -6.152322 -0.388750 -0.520 0.040 -0.038 -0.0085
H -2.402627 -8.330583 -0.004527 -0.158 0.373 -0.568 -0.0061

---

17
Properties=species:S:1:pos:R:3:forces:R:3:lowdin_charge:R:1 method="wB97M-V/def2-TZVPD" fmax_ha_per_bohr=0.0970 orbital_gap_ev=10.06 de_lowest_kj_mol=323.8 lumo_ha=0.030
C -2.257801 -1.759423 -0.173446 -0.421 -2.498 -0.189 0.0110
C 1.345693 0.970587 -0.688252 2.549 0.253 -0.912 0.0506
C -0.628064 1.100824 0.843706 1.131 1.200 -2.573 -0.1244
C -1.878697 0.798182 0.021068 0.422 -0.840 1.747 -0.1663
C 0.573160 0.432787 0.225125 -1.149 -1.559 1.620 -0.3816
C 1.392937 -1.838121 -0.090662 -0.256 3.264 -3.765 -0.0872
N -2.027534 -0.643188 -0.094357 -0.026 3.635 -0.116 -0.0405
O 0.697797 -0.885495 0.715746 0.485 1.200 -0.500 -0.1462
H 2.195323 0.271873 -0.938852 -0.905 1.392 -0.372 0.0571
H 1.424763 2.057832 -1.020118 -0.556 -1.814 0.603 0.0988
H -0.351569 2.165956 0.763463 -0.721 -0.156 0.157 0.1279
H -0.838347 0.880295 1.816069 0.076 -0.873 2.811 0.0863
H -2.751951 1.236275 0.519939 0.057 -0.285 -0.388 0.1300
H -1.650656 1.272250 -0.881886 -0.477 0.195 -1.908 0.1002
H 1.667499 -2.626068 0.512350 -0.100 -2.036 1.121 0.0503
H 2.417027 -1.430242 -0.506538 -1.905 -0.692 0.753 0.0982
H 0.670420 -2.004330 -1.023355 1.798 -0.385 1.911 0.1359